The following is a quantum chemistry calculation of a 8-piece molecular cluster, C35H51N8O2P overall, from the OMol25 dataset.

Computed properties:
**LUMO**: 0.00169 Ha
**Net charge**: 0
**Relative energy (zero: lowest compared OMol25 entry of this formula, charge and spin)**: 0.0 kJ/mol

Last column: Löwdin charge in e.
Positions of all 97 atoms, in Å:
C 0.267 0.350 3.080  -0.062
C 0.075 -0.860 2.186  -0.301
O -1.057 -1.621 2.560  -0.134
C -1.801 -2.132 1.472  -0.290
C -0.962 -2.685 0.302  -0.345
P -1.233 -1.571 -1.152  0.950
N -0.045 -1.932 -2.376  -0.301
C 1.331 -1.675 -1.848  -0.128
C -0.300 -1.045 -3.507  -0.596
C -0.267 0.447 -3.293  -0.024
O -0.498 -1.499 -4.566  0.144
H -0.073 0.184 4.090  0.079
H -0.316 1.148 2.643  0.063
H 1.305 0.629 3.056  0.069
H 0.006 -0.475 1.179  0.060
H 0.944 -1.495 2.313  0.118
H -2.378 -2.954 1.865  0.106
H -2.539 -1.409 1.122  0.074
H 0.070 -2.877 0.566  0.073
H -1.391 -3.624 -0.001  0.069
H -0.949 -0.232 -0.742  -0.053
H 1.964 -1.400 -2.681  0.081
H 1.691 -2.580 -1.392  0.073
H 1.329 -0.911 -1.080  0.048
H -0.051 0.944 -4.218  0.080
H 0.444 0.736 -2.535  0.056
H -1.252 0.779 -2.974  0.077
C -6.226 -4.081 -0.581  -0.099
C -6.971 -4.930 0.280  -0.103
C -6.556 -4.677 1.560  -0.169
N -5.587 -3.710 1.505  0.003
C -5.383 -3.338 0.202  -0.136
H -6.301 -4.022 -1.653  0.094
H -7.725 -5.643 -0.007  0.095
H -6.862 -5.101 2.503  0.106
H -5.101 -3.332 2.298  0.139
H -4.652 -2.585 -0.044  0.094
C 4.935 0.166 -2.316  -0.117
C 5.604 1.250 -1.684  -0.140
C 6.330 0.731 -0.645  -0.125
N 6.122 -0.624 -0.623  0.020
C 5.277 -0.975 -1.640  -0.121
H 4.280 0.220 -3.170  0.081
H 5.560 2.291 -1.964  0.090
H 6.968 1.213 0.074  0.098
H 6.525 -1.264 0.036  0.145
H 4.993 -2.002 -1.793  0.112
C 3.266 4.243 0.489  -0.097
C 2.017 3.693 0.890  -0.099
C 2.004 2.383 0.491  -0.141
N 3.195 2.117 -0.131  0.028
C 3.970 3.245 -0.133  -0.158
H 3.607 5.253 0.641  0.096
H 1.222 4.202 1.408  0.095
H 1.255 1.616 0.596  0.087
H 3.461 1.231 -0.528  0.116
H 4.950 3.241 -0.579  0.084
C 11.167 1.724 1.217  -0.107
C 11.253 0.752 2.251  -0.109
C 10.099 0.018 2.219  -0.140
N 9.317 0.512 1.208  -0.004
C 9.963 1.549 0.591  -0.142
H 11.905 2.466 0.963  0.091
H 12.070 0.609 2.938  0.091
H 9.767 -0.807 2.825  0.104
H 8.413 0.165 0.958  0.097
H 9.512 2.069 -0.238  0.104
C 2.418 2.840 -5.025  -0.110
C 1.538 3.955 -5.003  -0.111
C 1.446 4.374 -3.701  -0.132
N 2.231 3.557 -2.938  0.030
C 2.829 2.623 -3.736  -0.144
H 2.715 2.267 -5.887  0.092
H 1.032 4.398 -5.844  0.090
H 0.890 5.181 -3.254  0.107
H 2.351 3.630 -1.941  0.099
H 3.496 1.885 -3.320  0.060
C -5.072 2.602 -0.132  -0.107
C -3.920 3.076 -0.818  -0.107
C -2.845 2.377 -0.340  -0.152
N -3.302 1.503 0.610  0.004
C -4.658 1.632 0.740  -0.140
H -6.087 2.936 -0.265  0.091
H -3.887 3.840 -1.576  0.091
H -1.798 2.428 -0.593  0.097
H -2.729 0.865 1.132  0.114
H -5.208 1.025 1.439  0.104
C -11.142 -2.040 3.740  -0.116
C -11.210 -3.351 4.283  -0.117
C -10.087 -4.020 3.873  -0.147
N -9.347 -3.166 3.103  0.008
C -9.980 -1.958 3.019  -0.142
H -11.863 -1.249 3.864  0.088
H -11.992 -3.755 4.903  0.088
H -9.753 -5.026 4.062  0.102
H -8.471 -3.394 2.664  0.104
H -9.552 -1.146 2.455  0.104

***

The following is a quantum chemistry calculation of a 6-piece molecular cluster, C39H86N4O6 overall, from the OMol25 dataset.

Computed properties:
**LUMO**: 0.01516 Ha
**Net charge**: 0
**Relative energy (zero: lowest compared OMol25 entry of this formula, charge and spin)**: 332.9 kJ/mol

Last column: Löwdin charge in e.
Positions of all 135 atoms, in Å:
C -6.072 1.181 4.588  -0.035
C -4.834 1.975 5.076  -0.498
C -5.385 3.375 5.459  -0.050
C -4.196 1.436 6.299  -0.182
C -3.339 0.213 6.062  -0.160
C -2.270 0.612 5.024  -0.127
C -2.764 1.165 3.636  -0.468
C -1.583 1.726 2.851  -0.023
C -3.425 -0.013 2.888  -0.016
N -3.798 2.195 4.006  -0.090
O -4.308 2.783 2.816  -0.023
H -6.464 1.441 3.605  0.085
H -5.859 0.113 4.624  0.060
H -6.937 1.256 5.248  0.080
H -4.636 4.033 5.901  0.077
H -5.838 3.935 4.641  0.080
H -6.072 3.301 6.302  0.084
H -3.680 2.292 6.733  0.120
H -4.907 1.117 7.062  0.129
H -2.803 -0.055 6.972  0.114
H -4.055 -0.557 5.776  0.109
H -1.606 -0.243 4.889  0.110
H -1.723 1.467 5.420  0.115
H -1.084 2.545 3.370  0.092
H -1.885 2.064 1.860  0.049
H -0.889 0.975 2.474  0.076
H -2.791 -0.884 3.057  0.082
H -3.582 0.104 1.816  0.058
H -4.442 -0.260 3.191  0.065
H -3.989 3.685 2.899  0.099
C 1.938 -5.335 -0.615  -0.025
C 0.416 -5.691 -0.306  -0.481
C 0.554 -6.783 0.798  -0.041
C -0.258 -4.488 0.388  -0.149
C -0.714 -3.383 -0.541  -0.153
C -1.526 -4.129 -1.659  -0.122
C -0.786 -5.209 -2.428  -0.511
C -1.819 -5.872 -3.435  -0.031
C 0.232 -4.723 -3.408  -0.049
N -0.357 -6.169 -1.401  -0.078
O 0.119 -7.406 -1.976  -0.001
H 2.515 -4.928 0.215  0.079
H 2.539 -6.166 -0.985  0.076
H 2.093 -4.505 -1.303  0.052
H -0.393 -7.133 1.209  0.082
H 0.893 -7.736 0.389  0.072
H 1.234 -6.450 1.582  0.085
H -1.084 -4.853 0.998  0.121
H 0.386 -3.942 1.078  0.106
H -1.283 -2.701 0.091  0.100
H 0.122 -2.843 -0.985  0.096
H -1.979 -3.417 -2.349  0.091
H -2.420 -4.615 -1.267  0.122
H -1.368 -6.647 -4.056  0.083
H -2.298 -5.041 -3.953  0.077
H -2.664 -6.280 -2.881  0.080
H 0.880 -3.962 -2.972  0.067
H -0.185 -4.417 -4.368  0.088
H 0.916 -5.530 -3.671  0.082
H 0.996 -7.200 -2.307  0.073
C 6.058 2.014 0.359  -0.007
C 5.638 3.511 -0.020  -0.522
C 6.164 4.531 0.995  -0.024
C 6.289 3.806 -1.343  -0.134
C 5.499 3.278 -2.596  -0.144
C 3.967 3.654 -2.617  -0.100
C 3.326 3.241 -1.212  -0.450
C 1.978 3.977 -1.103  -0.035
C 3.155 1.706 -1.261  -0.022
N 4.210 3.618 -0.079  -0.138
O 3.520 3.521 1.142  -0.008
H 5.459 1.678 1.206  0.077
H 6.059 1.281 -0.448  0.052
H 7.116 2.094 0.611  0.073
H 5.558 4.491 1.900  0.079
H 7.218 4.351 1.205  0.086
H 6.129 5.528 0.556  0.083
H 6.440 4.870 -1.523  0.112
H 7.298 3.397 -1.290  0.119
H 5.983 3.700 -3.477  0.102
H 5.503 2.192 -2.680  0.083
H 3.528 3.032 -3.396  0.110
H 3.823 4.720 -2.795  0.110
H 1.355 3.530 -0.328  0.065
H 1.269 3.992 -1.931  0.080
H 2.329 4.920 -0.684  0.087
H 2.118 1.409 -1.414  0.067
H 3.494 1.227 -0.342  0.069
H 3.578 1.260 -2.161  0.061
H 3.252 4.436 1.252  0.098
C -0.587 0.090 -3.459  -0.020
C -2.087 0.503 -3.662  -0.514
C -2.372 0.338 -5.186  -0.019
C -2.970 -0.525 -2.977  -0.156
C -3.051 -0.468 -1.459  -0.143
C -3.450 0.986 -1.121  -0.117
C -2.533 2.116 -1.747  -0.470
C -3.273 3.454 -1.671  -0.041
C -1.243 2.255 -0.918  -0.037
N -2.345 1.836 -3.182  -0.104
O -1.629 2.850 -3.890  0.007
H -0.522 -0.985 -3.630  0.074
H 0.051 0.546 -4.216  0.074
H -0.110 0.399 -2.530  0.057
H -1.927 1.210 -5.666  0.080
H -2.116 -0.683 -5.467  0.090
H -3.450 0.454 -5.296  0.078
H -3.870 -0.373 -3.573  0.115
H -2.688 -1.556 -3.190  0.097
H -3.877 -1.017 -1.006  0.117
H -2.088 -0.739 -1.027  0.097
H -3.508 1.132 -0.043  0.086
H -4.465 1.310 -1.350  0.118
H -2.684 4.288 -2.053  0.082
H -3.617 3.605 -0.647  0.082
H -4.180 3.499 -2.273  0.087
H -1.278 3.030 -0.153  0.082
H -0.383 2.429 -1.565  0.040
H -0.958 1.366 -0.356  0.073
H -0.870 2.921 -3.306  0.064
C 1.483 -1.330 2.696  -0.080
C 1.998 -0.653 1.432  -0.315
O 2.188 -1.606 0.404  -0.090
H 2.240 -2.028 3.052  0.077
H 0.505 -1.777 2.521  0.065
H 1.483 -0.693 3.581  0.069
H 2.928 -0.149 1.695  0.110
H 1.292 0.029 0.959  0.096
H 3.076 -1.478 0.064  0.043
C 5.578 -1.262 -1.817  -0.171
O 4.933 -2.231 -1.033  -0.098
H 5.642 -1.644 -2.836  0.083
H 5.118 -0.275 -1.876  0.044
H 6.635 -1.136 -1.583  0.086
H 4.181 -2.424 -1.598  0.072

***

The following is a quantum chemistry calculation of a 12-piece molecular cluster, C4H30NO14 overall, from the OMol25 dataset.

Computed properties:
**LUMO (alpha / beta)**: -0.01718 / -0.17479 Ha
**Multiplicity**: 2
**Net charge**: 0

Last column: Löwdin spin population.
Positions of all 49 atoms, in Å:
O 0.965 -1.404 -2.642  0.006
C 0.744 -0.904 -1.565  0.007
N 0.195 0.321 -1.488  0.049
C -0.017 1.014 -2.770  0.117
O -0.561 2.233 -2.537  0.698
C 1.023 -1.745 -0.271  0.003
C 2.237 -1.272 0.401  0.001
O 2.125 0.006 1.141  0.000
H 0.266 0.940 -0.634  0.002
H -0.634 0.437 -3.462  0.013
H 0.990 1.351 -3.111  0.084
H 0.263 -1.864 0.554  0.000
H 1.051 -2.915 -0.433  0.000
H 2.366 -1.826 1.479  0.001
H 2.994 -0.988 -0.333  0.000
H 2.324 0.767 0.497  0.000
H -0.201 3.400 0.815  0.000
H -1.520 3.662 1.548  0.000
O -0.704 3.369 1.733  0.001
H -0.650 1.758 1.266  0.000
H 0.264 0.644 1.590  0.000
O -0.506 0.812 1.329  0.001
H -2.709 -3.150 -2.394  0.000
H -1.803 -3.091 -1.144  0.000
O -1.959 -3.574 -1.936  0.000
H 0.913 4.363 -0.671  0.000
H 0.071 3.091 -1.747  0.002
O 0.503 3.459 -0.715  0.016
H -1.412 -0.486 0.158  0.000
H -2.175 -0.928 1.399  0.000
O -2.041 -1.113 0.468  0.001
H -0.489 -4.221 -2.296  0.000
H 0.792 -3.384 -2.754  0.000
O 0.515 -4.321 -2.522  0.000
H -1.076 -2.505 1.504  0.000
H -0.584 -2.623 2.912  0.000
O -1.060 -3.195 2.302  0.000
H -3.964 -1.269 -2.369  0.000
H -3.181 -1.341 -1.102  0.000
O -3.800 -1.861 -1.756  0.000
H 2.175 2.846 -0.434  0.000
H 3.180 2.954 0.741  0.000
O 3.007 2.590 -0.143  0.000
H 2.063 2.079 3.340  0.000
H 3.271 1.817 2.382  0.000
O 2.962 2.244 3.143  0.000
H -2.207 2.002 3.650  0.000
H -1.796 0.738 3.109  0.000
O -2.208 1.082 3.767  0.000

***

The following is a quantum chemistry calculation of C3H44N2O23PS as an isolated structure, from the OMol25 dataset.

Computed properties:
**LUMO**: -0.22130 Ha
**Net charge**: +1

Last column: Löwdin charge in e.
Positions of all 74 atoms, in Å:
N 1.362 4.407 1.482  0.248
C 0.968 3.546 0.875  -0.360
O 0.381 2.525 0.265  -0.224
S 0.552 1.181 1.255  1.136
C 1.979 0.275 0.546  -0.225
C 2.995 -0.204 1.634  -0.262
O 4.095 -0.431 1.335  0.122
P -1.332 0.121 1.013  0.388
N -2.401 1.198 1.202  -0.116
O -1.432 -0.484 -0.481  -0.133
O -1.553 -1.057 2.109  -0.101
H 2.518 0.961 -0.132  0.135
H 1.608 -0.585 -0.040  0.094
H 2.727 -0.307 2.710  0.127
H -3.032 0.953 1.967  0.038
H -0.668 -1.061 -0.697  0.085
H -0.861 -1.743 2.014  0.103
O 6.267 1.062 0.279  -0.057
H 6.799 1.457 0.984  0.014
H 5.662 0.471 0.743  -0.002
O -3.975 -2.046 -1.083  -0.041
H -3.835 -3.006 -1.139  0.029
H -3.116 -1.692 -0.819  0.025
O 0.790 -0.998 -2.841  -0.083
H 1.215 -0.824 -3.692  0.018
H 0.070 -0.348 -2.801  -0.018
O 8.237 2.732 2.089  -0.051
H 8.332 3.460 2.712  0.047
H 8.724 3.023 1.309  0.052
O 1.009 0.698 4.216  -0.097
H 1.530 1.081 4.931  0.059
H 0.379 0.121 4.672  0.024
O -5.033 -2.128 2.041  -0.058
H -4.624 -1.963 1.184  -0.011
H -5.741 -1.476 2.095  0.041
O 2.426 -1.949 -5.198  -0.055
H 1.701 -2.204 -5.777  0.034
H 2.929 -2.762 -5.086  0.050
O -0.774 1.306 -3.495  -0.045
H -0.864 1.595 -4.411  0.066
H -1.419 1.840 -3.017  0.056
O -5.354 -0.068 -3.347  -0.062
H -5.939 -0.498 -3.981  0.041
H -5.144 -0.762 -2.719  -0.036
O -1.396 0.569 6.097  -0.066
H -2.232 1.051 6.157  0.024
H -1.393 0.018 6.888  0.049
O 8.973 0.270 -0.495  -0.066
H 8.128 0.733 -0.411  -0.014
H 9.018 -0.281 0.292  0.033
O 0.175 6.817 -0.035  -0.059
H 0.544 6.104 0.498  -0.035
H -0.779 6.696 0.028  0.036
O -2.729 2.142 7.763  -0.073
H -3.161 2.798 8.320  0.053
H -1.787 2.332 7.865  0.013
O 1.031 -4.367 -5.082  -0.045
H 0.193 -3.891 -5.065  0.041
H 0.997 -4.924 -4.296  0.049
O -0.651 4.213 7.738  -0.045
H -0.567 4.934 8.372  0.053
H -0.149 4.513 6.973  0.047
O -3.541 -4.905 -1.683  -0.044
H -4.279 -5.141 -2.260  0.064
H -3.051 -5.727 -1.575  0.058
O -7.392 -2.083 -2.387  -0.044
H -6.467 -2.307 -2.243  -0.001
H -7.569 -1.387 -1.745  0.047
O 3.654 -1.887 -8.269  -0.057
H 4.547 -1.577 -8.086  0.039
H 3.286 -2.075 -7.399  -0.009
O -4.163 -2.583 -3.847  -0.054
H -4.003 -2.360 -2.919  -0.027
H -3.399 -3.111 -4.100  0.038